The molecule C6H8 in a non-equilibrium geometry. Source: OMol25; level of theory: wB97M-V/def2-TZVPD.

Each line ends with the natural charge from an NBO analysis.
CARTESIAN COORDINATES (ANGSTROEM)
1 C -2.241 -0.506 0.067  -0.5409
2 C -1.497 -0.465 1.124  0.1575
3 C -0.090 -0.781 1.081  -0.5840
4 C 0.459 -0.287 -0.268  0.1146
5 C 1.789 0.350 -0.467  -0.4828
6 C 0.520 1.100 -0.786  -0.4810
7 H -3.300 -0.405 -0.134  0.2291
8 H 0.559 -0.267 1.809  0.2399
9 H 0.062 -1.855 1.225  0.2464
10 H -1.509 -0.697 -0.809  0.2180
11 H 2.392 -0.025 -1.293  0.2247
12 H 2.370 0.647 0.405  0.2111
13 H 0.217 1.913 -0.124  0.2195
14 H 0.267 1.279 -1.830  0.2278

Computed properties:
- E: -233.1883 Eh
- Relative energy (zero: lowest compared OMol25 entry of this formula, charge and spin): 124.7 kcal per mole
- Frontier orbital gap (alpha / beta): 8.57 / 8.20 eV
- F_max: 0.0316 hartree/bohr
- LUMO energy (alpha / beta): -0.04 / -0.20 eV
- E_HOMO (alpha / beta): -8.61 / -8.41 eV

---

The ion C4H10N3 with charge +1 in a non-equilibrium geometry. Source: OMol25; level of theory: wB97M-V/def2-TZVPD.

Each line ends with the natural charge from an NBO analysis.
CARTESIAN COORDINATES (ANGSTROEM)
1 C 2.398 -0.498 -0.623  0.1011
2 N 1.363 -0.100 0.066  -0.2135
3 C 1.118 1.217 0.240  -0.4743
4 C 0.419 -1.087 0.553  -0.1239
5 N -1.031 -0.989 0.169  -0.1451
6 N -1.602 0.072 -0.006  -0.1209
7 C -2.970 0.130 -0.359  -0.4514
8 H 3.041 0.374 -0.823  0.2303
9 H 2.720 -1.543 -0.581  0.2441
10 H 1.713 1.784 -0.431  0.2284
11 H 0.164 1.509 -0.083  0.2777
12 H 1.214 1.717 1.219  0.2678
13 H 0.465 -1.151 1.672  0.2536
14 H 0.831 -2.099 0.252  0.2327
15 H -3.013 0.846 -1.117  0.2313
16 H -3.409 0.597 0.522  0.2453
17 H -3.419 -0.780 -0.667  0.2166

Computed properties:
- E: -322.3052 Eh
- Relative energy (zero: lowest compared OMol25 entry of this formula, charge and spin): 97.5 kcal per mole
- Frontier orbital gap (alpha / beta): 7.54 / 7.53 eV
- Charge: +1
- F_max: 0.0980 hartree/bohr
- Structure (SMILES): C=[N+](C)C/N=N/C
- LUMO energy (alpha / beta): -5.38 / -5.38 eV
- E_HOMO (alpha / beta): -12.92 / -12.92 eV

---

A cluster of 8 separate species, C34H44F16O14 in total in a non-equilibrium geometry. Source: OMol25; level of theory: wB97M-V/def2-TZVPD.

Each line ends with the Löwdin charge.
CARTESIAN COORDINATES (ANGSTROEM)
1 F 3.436 3.955 -1.193  0.0934
2 C 3.066 3.858 0.112  -0.2855
3 F 1.943 3.121 0.233  0.0963
4 C 4.237 3.259 0.921  -0.4437
5 F 4.421 1.953 0.602  0.1119
6 F 3.914 3.248 2.240  0.1207
7 C 5.534 4.002 0.641  -0.0692
8 O 5.389 5.384 0.944  0.0462
9 C 6.309 5.864 1.877  -0.5438
10 F 7.545 5.650 1.398  0.1579
11 F 6.135 7.187 1.937  0.1732
12 C 6.131 5.265 3.286  -0.3094
13 F 6.995 5.880 4.120  0.1091
14 F 4.890 5.393 3.769  0.1210
15 H 2.801 4.865 0.444  0.1763
16 H 5.861 3.856 -0.385  0.1531
17 H 6.258 3.480 1.273  0.1418
18 H 6.347 4.194 3.245  0.1611
19 F -1.061 -2.335 2.221  0.0892
20 C -2.097 -2.745 1.426  -0.2687
21 F -2.435 -1.689 0.641  0.0839
22 C -1.851 -4.030 0.667  -0.4347
23 F -0.971 -3.870 -0.361  0.1111
24 F -3.022 -4.452 0.099  0.1161
25 C -1.321 -5.129 1.551  -0.0573
26 O -2.104 -5.312 2.713  0.0438
27 C -2.738 -6.531 2.806  -0.5669
28 F -3.721 -6.653 1.922  0.1788
29 F -1.851 -7.530 2.637  0.1537
30 C -3.308 -6.672 4.223  -0.2837
31 F -4.044 -7.796 4.361  0.1037
32 F -2.297 -6.703 5.128  0.0969
33 H -2.925 -2.931 2.120  0.1740
34 H -0.258 -4.975 1.751  0.1348
35 H -1.383 -6.037 0.942  0.1544
36 H -3.929 -5.800 4.462  0.1738
37 O -1.594 3.341 4.768  0.1267
38 C -1.176 2.274 4.444  -0.4909
39 C -0.105 1.957 3.400  -0.0528
40 C -0.414 0.499 3.112  -0.1798
41 C -0.983 -0.030 4.394  -0.1563
42 O -1.624 1.117 4.976  0.0234
43 H -0.108 2.621 2.543  0.1033
44 H 0.808 2.134 3.978  0.1343
45 H -1.097 0.349 2.272  0.0966
46 H 0.457 -0.067 2.766  0.1063
47 H -1.799 -0.750 4.362  0.1209
48 H -0.178 -0.428 5.019  0.1293
49 O -2.168 1.666 -6.501  0.1341
50 C -3.142 1.828 -5.835  -0.4478
51 C -3.284 2.097 -4.311  -0.0768
52 C -4.779 2.289 -4.134  -0.1583
53 C -5.295 2.519 -5.560  -0.1886
54 O -4.381 1.878 -6.409  0.0276
55 H -2.869 1.244 -3.786  0.0898
56 H -2.722 3.006 -4.107  0.1300
57 H -5.314 1.435 -3.723  0.1146
58 H -4.964 3.156 -3.499  0.0973
59 H -6.263 2.011 -5.596  0.1198
60 H -5.557 3.559 -5.767  0.1246
61 O -0.999 1.239 -2.546  0.0894
62 C -0.164 0.653 -1.896  -0.4768
63 C -0.210 0.354 -0.425  -0.0793
64 C 0.863 -0.705 -0.281  -0.1441
65 C 1.791 -0.477 -1.491  -0.1131
66 O 1.011 0.312 -2.419  0.0572
67 H -0.034 1.312 0.069  0.1192
68 H -1.177 0.019 -0.066  0.0946
69 H 1.387 -0.598 0.675  0.1027
70 H 0.578 -1.752 -0.163  0.0956
71 H 2.700 0.050 -1.205  0.1198
72 H 2.057 -1.466 -1.854  0.1113
73 O 1.710 -1.708 -5.111  0.1310
74 C 0.624 -1.931 -4.672  -0.4814
75 C -0.739 -1.634 -5.261  -0.0590
76 C -1.717 -2.387 -4.378  -0.1488
77 C -0.907 -2.745 -3.109  -0.1369
78 O 0.452 -2.734 -3.584  0.0077
79 H -0.971 -0.581 -5.096  0.1179
80 H -0.754 -2.013 -6.279  0.1333
81 H -2.563 -1.742 -4.124  0.1044
82 H -2.228 -3.226 -4.854  0.1108
83 H -1.126 -2.044 -2.307  0.1088
84 H -1.192 -3.753 -2.826  0.1135
85 O -2.008 4.374 2.095  0.1331
86 C -2.642 3.911 1.192  -0.4779
87 C -3.896 4.475 0.603  -0.0760
88 C -4.463 3.320 -0.210  -0.1407
89 C -3.238 2.420 -0.443  -0.1481
90 O -2.286 2.755 0.580  0.0192
91 H -4.584 4.926 1.309  0.1293
92 H -3.549 5.256 -0.084  0.1360
93 H -5.150 2.858 0.503  0.1183
94 H -4.945 3.571 -1.150  0.0985
95 H -3.580 1.388 -0.363  0.1250
96 H -2.797 2.575 -1.426  0.1023
97 O 1.922 -4.095 1.179  0.1137
98 C 3.064 -3.789 0.948  -0.4739
99 C 4.295 -4.640 1.098  -0.0742
100 C 5.337 -3.559 1.060  -0.1685
101 C 4.791 -2.541 0.063  -0.1202
102 O 3.358 -2.667 0.266  0.0174
103 H 4.284 -5.249 1.998  0.1305
104 H 4.346 -5.324 0.249  0.1407
105 H 5.497 -3.066 2.020  0.1228
106 H 6.306 -3.971 0.764  0.1200
107 H 5.084 -1.526 0.321  0.1227
108 H 5.119 -2.772 -0.950  0.1313

Computed properties:
- E: -3973.2362 Eh
- Relative energy (zero: lowest compared OMol25 entry of this formula, charge and spin): 0.0 kcal per mole
- Frontier orbital gap: 9.79 eV
- F_max: 0.0432 hartree/bohr
- Structure (SMILES): FC(F)C(F)(F)COC(F)(F)C(F)F.FC(F)C(F)(F)COC(F)(F)C(F)F.O=C1CCCO1.O=C1CCCO1.O=C1CCCO1.O=C1CCCO1.O=C1CCCO1.O=C1CCCO1
- LUMO energy: 0.18 eV
- E_HOMO: -9.61 eV

---

The molecule C4H8N2O3S in a non-equilibrium geometry. Source: OMol25; level of theory: wB97M-V/def2-TZVPD.

Each line ends with the natural charge from an NBO analysis.
CARTESIAN COORDINATES (ANGSTROEM)
1 C 0.749 -0.832 2.479  -0.8396
2 S 0.646 -1.268 0.740  2.2405
3 O 1.955 -1.840 0.381  -0.9323
4 O -0.409 -2.245 0.445  -0.9226
5 N 0.364 0.170 -0.073  -0.6825
6 C 0.479 0.165 -1.506  -0.2313
7 C -0.625 1.090 -2.006  -0.2190
8 N -1.538 1.040 -0.878  -0.6053
9 C -0.845 0.705 0.243  0.7706
10 O -1.218 0.995 1.353  -0.6144
11 H -0.262 -0.669 2.868  0.2720
12 H 1.217 -1.667 2.996  0.2610
13 H 1.327 0.060 2.537  0.2509
14 H 1.429 0.504 -1.893  0.2232
15 H 0.255 -0.840 -1.854  0.2180
16 H -0.233 2.117 -2.132  0.1842
17 H -1.059 0.744 -2.952  0.2146
18 H -2.233 1.773 -0.751  0.4120

Computed properties:
- E: -890.6279 Eh
- Relative energy (zero: lowest compared OMol25 entry of this formula, charge and spin): 0.0 kcal per mole
- Frontier orbital gap: 11.02 eV
- F_max: 0.0996 hartree/bohr
- Structure (SMILES): CS(=O)(=O)N1CCNC1=O
- LUMO energy: 0.62 eV
- E_HOMO: -10.39 eV